1.
The following is a DFT calculation (ωB97M-V/def2-TZVPD) of a molecular structure, C37H30N2O4P2S6Ti.

Each line ends with the Mulliken charge.
CARTESIAN COORDINATES (ANGSTROEM)
1 Ti 1.500 -0.738 -0.110  -0.491
2 O -2.588 -0.609 -1.162  -0.647
3 C -1.275 -0.925 -1.058  0.163
4 O -0.608 -0.520 -0.029  0.133
5 C -0.596 -1.702 -1.957  -0.224
6 C -1.005 -2.315 -3.178  -1.155
7 C -0.157 -3.153 -3.821  -0.528
8 C 1.125 -3.453 -3.222  -0.674
9 C 1.497 -2.807 -2.103  -0.065
10 N 0.718 -1.842 -1.504  1.229
11 C 2.720 -3.081 -1.276  0.342
12 O 3.484 -4.002 -1.493  -0.800
13 O 2.780 -2.272 -0.246  0.089
14 H -2.717 0.167 -0.602  0.384
15 H -1.985 -2.073 -3.569  0.490
16 H -0.438 -3.606 -4.763  0.420
17 H 1.789 -4.206 -3.626  0.516
18 N 0.698 0.852 1.572  -0.092
19 C 0.035 0.429 2.775  0.025
20 C -0.574 1.356 3.617  -0.284
21 C -1.276 0.934 4.733  -0.673
22 C -1.386 -0.422 5.017  -0.658
23 C -0.756 -1.343 4.197  -0.290
24 C -0.021 -0.927 3.090  -0.492
25 P 0.964 -2.041 2.034  3.201
26 C 0.020 -3.605 1.974  -0.215
27 C -0.824 -3.810 0.886  -0.389
28 C -1.569 -4.978 0.790  -0.747
29 C -1.470 -5.952 1.772  -0.519
30 C -0.619 -5.761 2.853  -0.704
31 C 0.125 -4.594 2.952  -0.595
32 C 2.375 -2.469 3.114  0.503
33 C 3.316 -3.359 2.592  -0.283
34 C 4.469 -3.652 3.301  -0.688
35 C 4.702 -3.056 4.535  -0.490
36 C 3.778 -2.161 5.051  -0.689
37 C 2.622 -1.865 4.341  -0.529
38 H 1.343 1.625 1.730  0.374
39 H -0.021 1.209 0.934  -0.569
40 H -0.511 2.410 3.370  0.479
41 H -1.755 1.665 5.374  0.358
42 H -1.953 -0.755 5.877  0.398
43 H -0.819 -2.402 4.420  0.368
44 H -0.884 -3.065 0.103  0.483
45 H -2.214 -5.126 -0.068  0.452
46 H -2.045 -6.867 1.689  0.363
47 H -0.526 -6.526 3.615  0.393
48 H 0.805 -4.455 3.784  0.425
49 H 3.171 -3.783 1.605  0.228
50 H 5.201 -4.322 2.870  0.408
51 H 5.614 -3.271 5.079  0.352
52 H 3.965 -1.673 6.000  0.366
53 H 1.919 -1.147 4.744  0.243
54 S 3.392 0.396 1.234  -0.263
55 S 5.155 -0.167 0.405  -0.185
56 S 4.661 -0.263 -1.702  -0.224
57 S 2.798 0.518 -1.876  -0.136
58 S -1.769 1.637 -4.231  -0.540
59 P -1.286 2.967 -2.853  1.020
60 S -0.259 2.464 -1.231  -0.550
61 C -2.841 3.823 -2.332  -0.014
62 C -3.222 3.906 -1.000  -0.134
63 C -4.413 4.532 -0.643  -0.551
64 C -5.225 5.092 -1.617  -0.336
65 C -4.845 5.018 -2.954  -0.608
66 C -3.666 4.383 -3.306  -0.547
67 C -0.425 4.398 -3.636  -0.001
68 C -0.083 5.501 -2.855  -0.442
69 C 0.551 6.594 -3.422  -0.598
70 C 0.865 6.591 -4.777  -0.344
71 C 0.539 5.491 -5.555  -0.491
72 C -0.108 4.399 -4.986  -0.204
73 H -2.567 3.475 -0.252  0.321
74 H -4.702 4.583 0.400  0.378
75 H -6.151 5.583 -1.340  0.341
76 H -5.476 5.450 -3.722  0.352
77 H -3.379 4.296 -4.348  0.342
78 H -0.301 5.482 -1.794  0.364
79 H 0.816 7.445 -2.805  0.349
80 H 1.373 7.441 -5.220  0.347
81 H 0.795 5.476 -6.608  0.365
82 H -0.372 3.530 -5.576  0.298

Calculated values
Kohn-Sham gap in eV: 4.79
E_HOMO in eV: -0.82
ΔE to the lowest compared entry with this formula, charge and spin in kcal per mole: 38.2
Charge: -2
Spin multiplicity: 1

***

2.
The following is a DFT calculation (ωB97M-V/def2-TZVPD) of 2 unconnected molecules or ions with the total composition C11H12NO2 at a distorted geometry.

Each line ends with the Mulliken charge.
CARTESIAN COORDINATES (ANGSTROEM)
1 C -3.133 1.393 -4.115  -0.985
2 C -2.738 0.848 -2.549  0.519
3 O -1.702 0.195 -2.576  -0.641
4 O -3.470 1.206 -1.619  -0.701
5 H -3.364 0.488 -4.585  0.298
6 H -2.284 2.002 -4.322  0.279
7 H -4.026 2.042 -3.988  0.233
8 C -1.183 0.031 2.666  -1.263
9 C -0.798 -0.683 0.282  -0.813
10 C -0.293 -0.237 1.501  0.749
11 C 1.511 -0.836 0.090  -0.513
12 C 1.111 -0.442 1.445  1.039
13 C 2.863 -0.748 -0.148  -0.433
14 C 2.027 -0.413 2.489  -0.531
15 C 3.789 -0.419 0.889  -0.468
16 C 3.385 -0.393 2.236  -0.517
17 N 0.327 -0.935 -0.613  -0.023
18 H -1.863 -0.770 -0.024  0.308
19 H 0.214 -1.038 -1.618  0.256
20 H -2.028 -0.750 2.603  0.286
21 H -1.680 0.997 2.498  0.318
22 H 3.329 -0.997 -1.096  0.334
23 H 1.598 -0.285 3.492  0.214
24 H 4.854 -0.316 0.610  0.304
25 H 4.095 -0.258 3.012  0.411
26 H -0.538 0.317 3.440  0.340

Calculated values
Kohn-Sham gap in eV: 7.29
E_HOMO in eV: -4.00
ΔE to the lowest compared entry with this formula, charge and spin in kcal per mole: 48.5
Charge: -1
Spin multiplicity: 1

***

3.
The following is a DFT calculation (ωB97M-V/def2-TZVPD) of a gas-phase ion, C7H15INO5 (charge +1) at a distorted geometry.

Each line ends with the Mulliken charge.
CARTESIAN COORDINATES (ANGSTROEM)
1 C -0.887 -1.432 0.815  0.424
2 C -0.304 -2.054 -0.402  -0.796
3 C -1.127 0.115 0.653  -0.244
4 C 1.966 -0.008 -0.481  -0.789
5 C 1.114 1.098 0.110  1.151
6 C 1.330 1.327 1.593  -1.729
7 C -2.547 0.401 0.147  -0.786
8 N 1.816 0.080 -1.966  -0.069
9 O -0.252 0.747 -0.244  -0.350
10 O -0.073 -1.611 1.938  -0.533
11 O -0.602 -1.689 -1.616  -0.585
12 O 1.360 2.257 -0.650  -0.636
13 O -2.763 -0.316 -1.058  -0.538
14 I 3.993 -0.170 0.097  0.249
15 H -1.887 -1.877 0.991  0.384
16 H 0.488 -2.786 -0.307  0.515
17 H -1.035 0.527 1.664  0.469
18 H 2.324 1.740 1.739  0.535
19 H 1.251 0.392 2.139  0.371
20 H 0.605 2.045 1.975  0.456
21 H -2.641 1.476 -0.030  0.405
22 H -3.272 0.094 0.909  0.429
23 H 1.681 1.082 -2.202  0.368
24 H 0.966 -0.445 -2.246  0.293
25 H 2.634 -0.299 -2.450  0.439
26 H -0.013 -2.541 2.188  0.359
27 H -1.383 -1.063 -1.611  0.436
28 H 0.889 3.012 -0.280  0.433
29 H -3.632 -0.101 -1.416  0.339

Calculated values
Kohn-Sham gap (spin up / spin down) in eV: 6.40 / 8.37
E_HOMO (spin up / spin down) in eV: -9.63 / -13.62
ΔE to the lowest compared entry with this formula, charge and spin in kcal per mole: 0.0
Charge: +1
Spin multiplicity: 3

***

4.
The following is a DFT calculation (ωB97M-V/def2-TZVPD) of 2 unconnected molecules or ions with the total composition C5H14O.

Each line ends with the Mulliken charge.
CARTESIAN COORDINATES (ANGSTROEM)
1 C -2.251 0.464 1.008  -1.459
2 C -1.180 0.338 -0.051  0.859
3 C -1.754 0.416 -1.456  -1.462
4 O -0.231 1.383 0.175  -0.571
5 H -2.933 -0.383 0.941  0.380
6 H -2.819 1.390 0.888  0.331
7 H -1.809 0.469 2.004  0.348
8 H -0.671 -0.628 0.083  0.086
9 H -2.238 1.384 -1.602  0.375
10 H -0.969 0.266 -2.199  0.396
11 H -2.515 -0.354 -1.594  0.380
12 H 0.172 1.633 -0.661  0.322
13 C 2.306 -1.178 0.944  -0.661
14 C 2.843 -1.287 -0.486  -0.859
15 H 1.445 -0.507 0.987  0.110
16 H 2.001 -2.152 1.330  0.270
17 H 3.076 -0.781 1.611  0.317
18 H 3.696 -1.966 -0.521  0.325
19 H 3.161 -0.311 -0.847  0.262
20 H 2.087 -1.672 -1.170  0.251

Calculated values
Kohn-Sham gap in eV: 11.24
E_HOMO in eV: -10.30
ΔE to the lowest compared entry with this formula, charge and spin in kcal per mole: 7.8
SMILES: CC(C)O.CC
Spin multiplicity: 1

***

5.
The following is a DFT calculation (ωB97M-V/def2-TZVPD) of a molecular structure, CBrCl2O3P at a distorted geometry.

Each line ends with the Mulliken charge.
CARTESIAN COORDINATES (ANGSTROEM)
1 C 0.315 0.245 -0.978  -0.025
2 O 0.986 -1.153 0.754  -0.437
3 O -1.522 -0.991 0.405  -0.629
4 O -0.138 0.982 1.526  -0.577
5 P -0.247 -0.266 0.683  0.833
6 Cl -0.736 2.284 -1.622  -0.733
7 Cl 1.864 0.801 -1.275  -0.206
8 Br -0.154 -0.947 -2.374  -0.223

Calculated values
Kohn-Sham gap (spin up / spin down) in eV: 4.00 / 5.32
E_HOMO (spin up / spin down) in eV: 1.73 / -0.79
Charge: -2
Spin multiplicity: 3

***

6.
The following is a DFT calculation (ωB97M-V/def2-TZVPD) of a molecular structure, C3H3N3O at a distorted geometry.

Each line ends with the Mulliken charge.
CARTESIAN COORDINATES (ANGSTROEM)
1 O -2.459 0.444 0.572  -0.415
2 C -1.400 0.421 1.124  0.132
3 N -0.171 0.119 0.445  0.606
4 C 0.068 -0.456 -0.908  -0.191
5 N 1.165 -1.420 -0.843  -0.600
6 C 1.499 -0.181 -0.790  0.126
7 N 0.917 0.374 0.959  -0.803
8 H -1.164 0.657 2.168  0.398
9 H -0.718 -0.487 -1.660  0.406
10 H 2.263 0.528 -1.068  0.341

Calculated values
Kohn-Sham gap in eV: 8.15
E_HOMO in eV: -9.17
ΔE to the lowest compared entry with this formula, charge and spin in kcal per mole: 137.5
Spin multiplicity: 1

***

7.
The following is a DFT calculation (ωB97M-V/def2-TZVPD) of a gas-phase ion, C6H11N2 (charge +1) at a distorted geometry.

Each line ends with the Mulliken charge.
CARTESIAN COORDINATES (ANGSTROEM)
1 N 2.397 -1.559 0.729  -0.368
2 C 2.105 -0.255 0.076  -0.548
3 C 0.940 -0.462 -0.956  -0.721
4 C -0.333 0.140 -0.526  0.788
5 C -1.301 1.021 -1.166  -0.711
6 C -2.189 1.380 -0.227  -0.504
7 N -1.993 0.599 0.891  -0.006
8 C -0.812 -0.127 0.783  -0.719
9 H 2.682 -2.143 -0.036  0.374
10 H 3.225 -1.404 1.487  0.425
11 H 1.620 -2.059 1.300  0.348
12 H 1.827 0.604 0.796  0.447
13 H 2.977 0.231 -0.562  0.330
14 H 1.135 -0.228 -1.963  0.400
15 H 0.760 -1.642 -0.927  0.241
16 H -1.355 1.215 -2.225  0.385
17 H -2.947 2.139 -0.355  0.410
18 H -2.566 0.660 1.678  0.171
19 H -0.639 -0.832 1.564  0.258

Calculated values
Kohn-Sham gap in eV: 7.75
E_HOMO in eV: -11.59
ΔE to the lowest compared entry with this formula, charge and spin in kcal per mole: 55.6
SMILES: [NH3+]CCc1cc[nH]c1
Charge: +1
Spin multiplicity: 1

***

8.
The following is a DFT calculation (ωB97M-V/def2-TZVPD) of 5 unconnected molecules or ions with the total composition C9H23NO10 at a distorted geometry.

Each line ends with the Mulliken charge.
CARTESIAN COORDINATES (ANGSTROEM)
1 C 0.395 0.517 2.217  -0.535
2 N -0.326 0.950 0.995  0.939
3 O 0.297 1.041 -0.035  -0.522
4 O -1.522 1.103 1.131  -0.526
5 H 1.449 0.321 2.030  0.336
6 H -0.071 -0.380 2.612  -0.163
7 H 0.367 1.290 2.983  0.400
8 C 1.241 -1.074 -1.863  -0.770
9 O 0.672 -1.978 -0.922  -0.353
10 C 1.321 -2.197 0.213  0.896
11 O 2.404 -1.790 0.529  -0.601
12 O 0.523 -2.938 0.987  -0.319
13 C 1.085 -3.478 2.183  -0.664
14 H 0.570 -0.232 -2.012  0.253
15 H 1.360 -1.623 -2.797  0.353
16 H 2.204 -0.672 -1.550  0.416
17 H 0.985 -2.752 2.996  0.251
18 H 2.119 -3.801 2.111  0.325
19 H 0.378 -4.275 2.411  0.234
20 C 2.796 0.905 -5.374  -0.703
21 O 2.869 1.053 -3.972  -0.286
22 C 2.347 2.150 -3.478  0.834
23 O 1.586 2.908 -4.017  -0.564
24 O 2.779 2.289 -2.217  -0.298
25 C 2.142 3.279 -1.445  -0.652
26 H 3.417 0.100 -5.755  0.248
27 H 3.110 1.819 -5.884  0.314
28 H 1.768 0.719 -5.691  0.298
29 H 2.832 3.689 -0.707  0.272
30 H 1.226 2.972 -0.954  0.198
31 H 1.943 4.155 -2.070  0.353
32 C -2.073 -2.324 3.601  -0.394
33 O -1.844 -3.624 4.056  -0.510
34 H -1.219 -1.660 3.774  -0.006
35 H -2.156 -2.220 2.504  0.224
36 H -2.994 -1.884 3.993  0.408
37 H -2.648 -4.014 4.397  0.312
38 C -4.917 1.770 0.905  -0.456
39 O -6.100 2.055 0.166  -0.515
40 H -4.443 2.687 1.270  0.253
41 H -5.160 1.085 1.717  0.251
42 H -4.125 1.356 0.282  0.170
43 H -6.586 2.704 0.679  0.302

Calculated values
Kohn-Sham gap in eV: 10.34
E_HOMO in eV: -10.26
SMILES: C[N+](=O)[O-].COC(=O)OC.COC(=O)OC.CO.CO
Spin multiplicity: 1

***

9.
The following is a DFT calculation (ωB97M-V/def2-TZVPD) of a molecular structure, C14H13NReS at a distorted geometry.

Each line ends with the Mulliken charge.
CARTESIAN COORDINATES (ANGSTROEM)
1 Re -1.639 -0.278 -0.286  0.689
2 C -3.435 -1.350 -0.348  -1.217
3 H -3.720 -1.403 0.722  0.448
4 H -4.377 -1.031 -0.845  0.435
5 H -3.261 -2.333 -0.821  0.384
6 H -3.106 -0.018 -1.071  0.311
7 H -1.379 0.066 -1.866  0.007
8 S 2.669 0.719 0.803  -0.092
9 C 1.876 2.261 0.372  0.544
10 C 2.416 3.536 0.383  -0.456
11 C 1.638 4.623 -0.056  -0.500
12 C 0.306 4.435 -0.471  -0.651
13 C -0.271 3.153 -0.433  -0.591
14 C 0.517 2.092 0.032  0.664
15 N 0.101 0.747 0.218  -0.233
16 C 1.106 -0.081 0.605  0.603
17 C 0.826 -1.480 0.504  0.990
18 C 1.816 -2.450 0.767  -0.747
19 C 1.542 -3.804 0.648  -0.721
20 C 0.277 -4.220 0.231  -0.704
21 C -0.743 -3.285 -0.022  -0.528
22 C -0.517 -1.877 0.096  0.327
23 H 3.421 3.658 0.768  0.431
24 H 2.067 5.627 -0.071  0.418
25 H -0.276 5.298 -0.809  0.414
26 H -1.293 2.930 -0.760  0.313
27 H 2.792 -2.102 1.087  0.396
28 H 2.307 -4.546 0.870  0.433
29 H 0.073 -5.281 0.092  0.423
30 H -1.733 -3.606 -0.339  0.209

Calculated values
Kohn-Sham gap (spin up / spin down) in eV: 7.19 / 3.80
E_HOMO (spin up / spin down) in eV: -15.95 / -15.30
ΔE to the lowest compared entry with this formula, charge and spin in kcal per mole: 28.6
Charge: +2
Spin multiplicity: 4

***

10.
The following is a DFT calculation (ωB97M-V/def2-TZVPD) of 2 unconnected molecules or ions with the total composition C6H10 at a distorted geometry.

Each line ends with the Mulliken charge.
CARTESIAN COORDINATES (ANGSTROEM)
1 C -1.596 0.136 1.294  -0.867
2 C 2.019 -0.581 0.874  -0.139
3 C -1.515 -0.035 0.036  -0.279
4 C 1.930 0.356 0.126  -0.104
5 C -1.167 -1.324 -0.612  -0.659
6 C 1.691 1.369 -0.910  -0.925
7 H -1.112 -0.587 2.006  0.266
8 H -1.937 1.084 1.724  0.300
9 H 2.284 -1.026 1.770  0.380
10 H -2.023 0.613 -0.634  0.520
11 H -1.405 -2.125 0.065  0.297
12 H -0.071 -1.266 -0.846  0.129
13 H -1.961 -1.440 -1.495  0.271
14 H 0.626 1.475 -1.061  0.264
15 H 2.136 2.356 -0.496  0.267
16 H 2.103 0.995 -1.839  0.279

Calculated values
Kohn-Sham gap (spin up / spin down) in eV: 5.89 / 8.00
E_HOMO (spin up / spin down) in eV: -4.82 / -10.07
ΔE to the lowest compared entry with this formula, charge and spin in kcal per mole: 66.1
Spin multiplicity: 3

***

- Look up the spin multiplicity of the tenth one.
  3